(1)
Formula: C35H61BBrIN2O22S
Source: the OMol25 dataset
Level of theory: ωB97M-V/def2-TZVPD

The gap between HOMO and LUMO is 7.51 eV. The highest occupied orbital energy comes out at -0.3319 hartree. The value obtained for the relative energy (zero: lowest compared OMol25 entry of this formula, charge and spin) is 195.1 kJ/mol. The LUMO energy comes out at -1.521 eV. For the calculated total energy, the calculation gives -6429.8681 a.u.

The geometry in ORCA input format:
```
! RIJCOSX wB97M-V def2-TZVPD def2/J DEFGRID3
* xyz 0 1
C 1.71231 0.67942 3.61023
B 0.54226 1.03429 2.57970
O 0.91237 1.15444 1.21185
C -1.01844 1.22756 2.92639
C -1.52634 2.54005 3.32519
I -0.07977 4.16004 3.41115
C -2.98656 2.80721 3.65907
C -3.94326 1.71087 3.55011
Br -5.83007 2.05960 3.93761
C -3.47558 0.34973 3.11555
N -4.22342 -0.80054 2.92179
S -3.15607 -1.99745 2.45971
N -1.67997 -1.20220 2.45026
C -2.00728 0.09762 2.82177
H 2.12086 1.55471 4.18457
H 2.56779 0.26252 3.00307
H 1.38856 -0.09882 4.36807
H 0.09265 1.09335 0.67800
H -3.35179 3.81266 3.98051
C 1.71672 4.39148 -0.92313
C 0.45250 3.59246 -1.17350
O -0.35857 4.21958 -2.17746
C 0.04246 4.03070 -3.43974
O 0.99675 3.38443 -3.78925
O -0.78653 4.70644 -4.24632
C -0.41514 4.66781 -5.62439
H 1.47403 5.43087 -0.68909
H 2.28513 3.96454 -0.09490
H 2.35630 4.40536 -1.80737
H -0.14471 3.56239 -0.25987
H 0.67585 2.55866 -1.44632
H -0.27495 3.64279 -5.96903
H 0.49222 5.25290 -5.78219
H -1.22412 5.11790 -6.19796
C 0.79317 -2.65409 -0.41483
C -0.69716 -2.88121 -0.25037
O -1.42205 -2.38509 -1.38524
C -1.39838 -3.16649 -2.47093
O -0.84286 -4.23088 -2.56934
O -2.08254 -2.54795 -3.44360
C -2.05807 -3.23336 -4.69550
H 1.00052 -1.60260 -0.62665
H 1.32935 -2.94633 0.48989
H 1.19107 -3.23130 -1.25084
H -1.05412 -2.32396 0.61658
H -0.92710 -3.93506 -0.07490
H -2.37468 -4.27108 -4.58694
H -1.05797 -3.18085 -5.12893
H -2.75389 -2.72932 -5.36522
C -0.66169 7.93925 -2.34557
C -1.57127 6.89795 -1.72290
O -2.13829 7.38002 -0.49353
C -3.16028 8.23078 -0.62501
O -3.64230 8.61017 -1.66227
O -3.54590 8.61184 0.60227
C -4.57592 9.59868 0.60470
H 0.09294 8.26837 -1.62706
H -0.16079 7.53478 -3.22726
H -1.22290 8.82564 -2.64625
H -0.98921 6.01292 -1.47294
H -2.35588 6.58351 -2.41396
H -5.42793 9.28497 0.00056
H -4.18107 10.55036 0.24546
H -4.90999 9.72626 1.63358
C 4.47867 1.69101 -2.16702
C 3.68994 1.03019 -3.28022
O 4.48737 0.05453 -3.96639
C 4.62967 -1.11621 -3.33687
O 4.14701 -1.41638 -2.27349
O 5.42475 -1.89633 -4.08260
C 5.73680 -3.15053 -3.47834
H 5.41567 2.10011 -2.55170
H 3.90005 2.49596 -1.71085
H 4.74048 0.97261 -1.38829
H 3.40841 1.78010 -4.02021
H 2.76641 0.58169 -2.90822
H 4.83348 -3.68044 -3.17395
H 6.39822 -2.99819 -2.62387
H 6.25864 -3.75444 -4.21942
C 4.58841 -2.99510 2.04698
C 4.99320 -2.18218 3.26108
O 4.31572 -2.64410 4.43743
C 4.81067 -3.75823 4.98814
O 5.76149 -4.38470 4.59490
O 4.04732 -4.07354 6.04352
C 4.40829 -5.30242 6.67303
H 3.50162 -3.00582 1.93797
H 5.03212 -2.58085 1.13983
H 4.90947 -4.03354 2.14274
H 4.69508 -1.14259 3.11668
H 6.07525 -2.19040 3.40844
H 5.46765 -5.32172 6.93102
H 4.15671 -6.14116 6.02200
H 3.82855 -5.39004 7.59117
C 0.09164 -3.20540 8.11191
C 0.49676 -2.38713 9.32161
O -0.17938 -2.84031 10.50207
C 0.31599 -3.95132 11.05720
O 1.26589 -4.58071 10.66440
O -0.44305 -4.26076 12.11743
C -0.07936 -5.48556 12.75234
H -0.99507 -3.21636 8.00179
H 0.53660 -2.79646 7.20295
H 0.41107 -4.24388 8.21212
H 0.20084 -1.34760 9.17341
H 1.57869 -2.39626 9.46949
H 0.98125 -5.50195 13.00555
H -0.33269 -6.32884 12.10792
H -0.65582 -5.56516 13.67297
C -6.55116 -4.48836 -10.21022
C -5.16674 -4.15003 -10.72717
O -4.90218 -2.74531 -10.61418
C -4.57563 -2.31817 -9.39017
O -4.47727 -3.00006 -8.40126
O -4.40036 -0.99073 -9.44565
C -4.13810 -0.38751 -8.17961
H -7.30577 -3.87213 -10.70382
H -6.78139 -5.54059 -10.38589
H -6.63110 -4.29386 -9.13964
H -5.10527 -4.39301 -11.78889
H -4.39398 -4.72981 -10.21804
H -3.30591 -0.87631 -7.67157
H -5.03575 -0.41623 -7.55996
H -3.87093 0.65318 -8.35769
*
```

=====

(2)
Formula: C27H67FNNbO13P3
Source: the OMol25 dataset
Level of theory: ωB97M-V/def2-TZVPD

The gap between HOMO and LUMO is 6.65 eV. The highest occupied orbital energy comes out at -0.1638 hartree. The LUMO energy comes out at 2.192 eV. For the calculated total energy, the calculation gives -3282.9088 a.u.

The geometry in ORCA input format:
```
! RIJCOSX wB97M-V def2-TZVPD def2/J DEFGRID3
* xyz -1 1
C -4.81313 -1.17092 5.03557
C -3.57034 -1.11221 4.15480
N -2.94109 -0.01530 3.96666
C -3.16359 -2.42542 3.54662
Nb -2.71689 -2.56197 1.28172
O -4.60709 -2.44348 0.82500
C -0.49606 -2.82725 1.59820
C 0.45149 -1.60950 1.72669
C 0.26515 -0.85019 3.05978
C 0.43229 -0.67423 0.51440
C -2.21842 -2.68836 -0.99055
C -2.82935 -1.52632 -1.76380
F -2.74595 -3.88531 -1.54272
H -4.66558 -1.92354 5.81147
H -5.67223 -1.46041 4.42411
H -5.03387 -0.19683 5.47618
H -3.38888 0.73812 4.48933
H -4.04224 -3.07436 3.65884
H -2.37429 -2.87065 4.16257
H -2.86743 -4.42594 1.40590
H -2.57696 -0.71333 1.18632
H -4.93675 -1.54051 0.76122
H -0.41351 -3.37976 2.54577
H -0.08419 -3.46403 0.80447
H 1.47589 -2.01093 1.76609
H 0.15332 0.22281 2.90462
H 1.15957 -0.98278 3.67841
H -0.57237 -1.23913 3.63388
H -0.58035 -0.42231 0.19387
H 1.01749 -1.07063 -0.32085
H 0.91998 0.26990 0.78689
H -1.13242 -2.68493 -1.12832
H -3.91368 -1.65755 -1.79614
H -2.47008 -1.47883 -2.80097
H -2.62088 -0.58151 -1.25912
O 1.62838 2.09879 -5.57392
P 0.44468 1.42231 -6.11066
O -0.72086 2.41267 -6.55020
C -0.46444 3.42229 -7.53346
C -0.25132 2.85960 -8.92617
O -0.32895 0.63749 -4.96323
C 0.11948 0.65067 -3.60027
C -0.50468 1.78314 -2.81457
O 0.40368 0.30312 -7.23022
C 1.61567 -0.38334 -7.60821
C 2.24495 -1.12120 -6.44459
H 0.39696 4.01855 -7.22150
H -1.33895 4.07130 -7.52218
H 0.69008 2.31289 -8.99574
H -0.22108 3.67099 -9.65473
H -1.05615 2.17410 -9.19099
H 1.20822 0.69799 -3.56072
H -0.17783 -0.30673 -3.17192
H -0.46941 2.72326 -3.36748
H 0.01298 1.91704 -1.86381
H -1.55337 1.56543 -2.60521
H 2.31976 0.33432 -8.03686
H 1.32978 -1.07837 -8.39525
H 2.57789 -0.42578 -5.67253
H 3.11205 -1.68819 -6.78486
H 1.52697 -1.80345 -5.98924
O -1.86219 5.72146 0.21869
P -3.31969 5.59558 0.29104
O -3.92870 5.92880 1.72283
C -3.69066 7.20956 2.31697
C -4.41520 8.34050 1.61092
O -3.76911 4.07504 0.18638
C -2.81180 3.01098 0.05292
C -2.36675 2.44747 1.38281
O -4.38156 6.22353 -0.70623
C -3.94209 6.72730 -1.98488
C -3.29180 5.65355 -2.83405
H -2.61455 7.39893 2.34589
H -4.04036 7.12555 3.34488
H -3.99167 8.53068 0.62374
H -4.32957 9.25868 2.19388
H -5.47015 8.09919 1.48098
H -1.95174 3.35314 -0.52471
H -3.29806 2.22258 -0.52296
H -2.13340 3.23352 2.10334
H -1.48777 1.81885 1.24199
H -3.15456 1.83099 1.81419
H -3.25520 7.56312 -1.82879
H -4.83341 7.11716 -2.47314
H -2.37073 5.29217 -2.37406
H -3.04299 6.05209 -3.81829
H -3.95949 4.79982 -2.95185
O 5.57268 -6.11740 3.63907
P 5.59920 -4.66140 3.80435
O 5.44254 -4.17769 5.31069
C 6.37529 -4.61917 6.30421
C 7.75968 -4.02343 6.13031
O 4.28436 -3.99852 3.20222
C 3.23994 -4.78556 2.61189
C 2.19204 -5.18630 3.62720
O 6.66516 -3.65014 3.21203
C 7.56187 -4.07854 2.16670
C 6.82239 -4.52480 0.92217
H 6.42056 -5.71127 6.29599
H 5.95295 -4.31172 7.25960
H 8.25645 -4.42031 5.24382
H 8.37913 -4.26286 6.99576
H 7.70124 -2.94037 6.02395
H 3.66269 -5.65988 2.11530
H 2.78712 -4.16231 1.84040
H 2.64605 -5.55973 4.54636
H 1.54289 -5.96118 3.21903
H 1.57486 -4.32627 3.88944
H 8.20173 -4.88043 2.54376
H 8.19667 -3.22151 1.95027
H 6.22101 -5.41336 1.12037
H 7.53227 -4.76702 0.13054
H 6.15043 -3.74034 0.57363
*
```

=====

(3)
Formula: C29H43Ge2NO2Sb2Sn
Source: the OMol25 dataset
Level of theory: ωB97M-V/def2-TZVPD

The gap between HOMO and LUMO (alpha / beta) is 5.95 / 5.59 eV. The highest occupied orbital energy (alpha / beta) comes out at -0.5712 / -0.5767 hartree. The LUMO energy (alpha / beta) comes out at -9.590 / -10.106 eV. For the calculated total energy, the calculation gives -6183.7208 a.u. Its expectation value of S² is 0.77.

The geometry in ORCA input format:
```
! RIJCOSX wB97M-V def2-TZVPD def2/J DEFGRID3
* xyz 3 2
Sn 1.23185 0.33265 0.44207
N 2.95334 2.14173 0.76103
C 2.43140 3.04721 1.81451
C 0.94188 2.83988 2.08204
O 0.32173 3.65016 2.74377
O 0.36595 1.76354 1.57053
H 3.77130 1.63047 1.08994
H 3.29120 2.68398 -0.02956
H 2.57511 4.08996 1.54265
H 2.95008 2.89114 2.76003
C -2.17866 -1.45796 -1.73205
Sb -1.73655 0.34443 -0.68169
C -2.35973 -0.28956 1.27064
C -3.50470 1.49542 -1.29870
C -4.61732 1.31765 -0.32578
C -5.36726 0.14532 -0.34590
C -6.34848 -0.10423 0.60259
C -6.59523 0.82326 1.61229
C -5.89175 2.00864 1.62485
C -4.92960 2.30099 0.63846
C -4.36781 3.64095 0.59104
Sb -2.29246 3.80278 1.62050
C -2.79685 3.24703 3.60876
C -2.26024 5.90492 1.90371
H -3.16920 -1.79926 -1.43448
H -1.43865 -2.21833 -1.47544
H -2.15798 -1.28021 -2.80756
H -2.92900 -1.21455 1.19134
H -2.98653 0.48609 1.71686
H -1.50167 -0.44973 1.92663
H -3.73341 1.05192 -2.26781
H -3.18650 2.52384 -1.44336
H -5.18993 -0.58141 -1.13278
H -6.92616 -1.01911 0.55415
H -7.35164 0.62701 2.36110
H -6.11288 2.76056 2.37390
H -4.87369 4.36729 1.23453
H -4.13677 4.05086 -0.38961
H -3.60069 3.89837 3.95534
H -1.91301 3.40886 4.22870
H -3.10688 2.20481 3.67187
H -3.18216 6.19645 2.40789
H -2.17518 6.42392 0.95178
H -1.40624 6.14916 2.53516
C 1.34725 -0.91931 -3.74660
Ge 3.24400 -1.23436 -3.43491
C 4.20891 -2.16871 -4.81443
C 4.09309 0.36457 -2.71971
Ge 2.98945 -2.52099 -1.27747
C 1.41892 -3.49394 -0.80690
C 1.00108 -4.41404 -1.77979
C -0.04764 -5.28651 -1.52041
C -0.70027 -5.23211 -0.29765
C -0.31161 -4.30456 0.66971
C 0.74464 -3.44758 0.42091
C 4.17592 -2.09314 0.16196
C 5.51619 -1.93744 -0.22311
C 6.50762 -1.72148 0.72656
C 6.16696 -1.63874 2.06826
C 4.83738 -1.78583 2.46839
C 3.85152 -2.02253 1.52562
H 1.22874 -0.46058 -4.73038
H 0.94095 -0.23829 -2.99856
H 0.78109 -1.85020 -3.73116
H 4.31919 -1.48136 -5.65523
H 3.65806 -3.04656 -5.14404
H 5.19742 -2.46187 -4.46787
H 4.13469 1.10738 -3.52015
H 5.10862 0.17094 -2.37667
H 3.51206 0.78214 -1.89556
H 1.50385 -4.46632 -2.73942
H -0.35221 -6.00792 -2.26847
H -1.51184 -5.91884 -0.08959
H -0.82226 -4.27382 1.62460
H 1.04591 -2.76366 1.19950
H 5.79435 -2.00325 -1.26968
H 7.54143 -1.62324 0.41755
H 6.93973 -1.47853 2.81080
H 4.58273 -1.75756 3.52118
H 2.84505 -2.20865 1.86877
*
```